# C5H13NOS

A structure of composition C5H13NOS (wB97M-V/def2-TZVPD, OMol25).

```
21
Properties=species:S:1:pos:R:3:forces:R:3:lowdin_charge:R:1
H -1.5802 2.1065 0.5649 -0.095 -1.078 -0.975 0.147
C -2.5640 0.9970 -1.2293 1.993 1.440 -1.058 -0.273
H -3.8287 -0.4173 -0.6814 0.132 1.103 -0.014 0.115
O -3.7990 0.5662 -0.7291 0.243 -1.188 -0.045 -0.069
H 0.9651 1.0646 1.7997 0.702 -1.039 -1.074 0.126
H 2.5280 -2.6594 -1.7774 -1.124 0.319 -0.770 0.018
H 2.6578 -0.8176 2.5113 -1.031 -0.128 -0.923 0.089
H 2.3447 -1.6050 0.8351 -0.492 1.032 1.570 0.074
H 0.1936 -0.6173 0.0404 -0.020 -0.939 0.053 0.065
H 2.6322 0.8920 0.9988 -1.908 -0.103 -0.411 0.133
C 1.5732 0.4147 1.0809 2.270 2.078 2.149 -0.329
S 0.3379 -1.7298 2.2948 1.117 0.679 -1.040 0.452
C 1.8976 -0.9337 1.6720 -0.275 -1.959 0.011 -0.678
H -1.9397 0.2599 -1.8447 -1.765 0.732 -0.017 0.125
H 1.8970 -2.4785 -2.2092 1.125 -0.325 0.770 0.020
H 1.6699 0.0063 -1.0155 -0.681 0.167 0.085 0.106
C -1.4740 1.1721 -0.0923 1.760 1.591 0.378 -0.204
N -0.0732 1.2623 -0.7051 -0.030 -2.734 1.010 0.122
H -2.7599 2.0000 -1.8139 0.604 -2.095 1.074 0.151
H -1.5686 0.3120 0.5607 0.133 -0.296 0.375 0.074
C 0.8902 0.2051 -0.2609 -2.658 2.741 -1.147 -0.266
```
Positions in Å, forces in eV/Å.

As for the relative energy (zero: lowest compared OMol25 entry of this formula, charge and spin): 742.4 kJ/mol. The HOMO energy is -7.82 eV. The spin multiplicity is 1. For the orbital gap, the calculation gives 0.162 Eh.

=====

# C2H6N2O2

A cluster of 2 separate species, C2H6N2O2 in total (wB97M-V/def2-TZVPD, OMol25).

```
12
Properties=species:S:1:pos:R:3:forces:R:3:lowdin_charge:R:1
H 2.1886 -0.1935 -1.1100 0.543 -0.394 -0.762 0.088
O 1.0898 0.5581 0.3115 0.043 0.900 0.700 -0.065
N -0.7847 -1.0306 0.1136 0.638 5.031 0.336 -0.208
H -2.2109 1.3116 -0.9041 -0.619 0.138 -0.697 0.061
C -1.7967 0.9835 0.0216 4.028 2.174 -0.761 -0.109
H -2.3818 1.3607 0.8096 -0.588 0.524 1.082 0.055
C 1.9898 -0.3510 -0.0658 3.190 1.198 1.887 -0.215
H 1.5484 -1.3030 0.0967 -0.143 -1.032 -0.117 0.050
O -0.1395 -1.9849 0.0530 0.119 -5.151 -0.167 0.062
N -1.8044 -0.4285 0.0355 -2.467 -2.450 -0.337 0.032
H -0.6530 1.4235 -0.0019 -3.160 -1.019 0.441 0.122
H 2.9544 -0.3460 0.6403 -1.583 0.082 -1.604 0.127
```
Positions in Å, forces in eV/Å.

As for the relative energy (zero: lowest compared OMol25 entry of this formula, charge and spin): 120.0 kJ/mol. The HOMO energy (alpha / beta) is -7.55 / -10.15 eV. The spin multiplicity is 3. For the orbital gap (alpha / beta), the calculation gives 0.319 / 0.306 Eh.

=====

# C6H10O

An isolated molecule of C6H10O (wB97M-V/def2-TZVPD, OMol25).

```
17
Properties=species:S:1:pos:R:3:forces:R:3:lowdin_charge:R:1
C 1.6342 -0.6532 -0.8195 0.315 0.348 -0.234 -0.040
H 0.5682 0.5117 -2.3629 -0.138 -0.026 0.014 0.111
C -1.3509 0.4569 0.5268 -0.010 -0.003 -0.019 -0.174
C -0.9907 -0.0032 -0.8978 0.048 -0.022 -0.041 -0.175
O -0.0354 -1.3821 1.4265 0.175 -0.139 -0.050 -0.062
H 0.5901 -1.4701 0.6823 -0.218 -0.166 0.331 0.046
C -0.2996 -0.0058 1.5285 -0.070 0.415 0.082 -0.288
H 0.6126 0.5633 1.3076 -0.159 -0.071 0.413 0.078
H -1.2775 -1.0567 -1.0133 0.113 0.147 0.033 0.111
C 0.4780 0.1738 -1.3287 -0.206 0.089 -0.291 -0.237
H 2.1299 1.4149 0.0155 -0.025 -0.061 -0.015 0.112
H -0.5485 0.2291 2.5656 -0.225 -0.143 -0.067 0.122
C 1.6141 0.5853 -0.4387 0.241 -0.121 -0.308 -0.042
H -1.4126 1.5531 0.5702 0.038 -0.135 -0.024 0.114
H -1.6088 0.5510 -1.6155 0.098 -0.084 0.139 0.104
H -2.3430 0.0682 0.7905 0.174 0.049 -0.018 0.110
H 2.2398 -1.5361 -0.9371 -0.149 -0.078 0.055 0.110
```
Positions in Å, forces in eV/Å.

As for the relative energy (zero: lowest compared OMol25 entry of this formula, charge and spin): 273.4 kJ/mol. The HOMO energy is -9.39 eV. The SMILES is OCCCC1C=C1. The spin multiplicity is 1. For the orbital gap, the calculation gives 0.385 Eh.

=====

# C2H9N3O

A cluster of 2 separate species, C2H9N3O in total (wB97M-V/def2-TZVPD, OMol25).

```
15
Properties=species:S:1:pos:R:3:forces:R:3:lowdin_charge:R:1
N -2.3622 0.4102 0.4831 -0.438 0.233 -0.157 0.003
H -2.3757 1.5633 -1.0753 -0.364 -0.227 0.404 0.083
H 0.7121 -1.3469 -1.2229 0.178 -0.045 -0.150 0.049
O -0.0752 -0.7969 1.3041 -1.618 -0.165 0.350 -0.068
H -1.0165 -0.4588 1.1346 1.678 -0.502 0.445 0.042
H 2.2459 -1.3652 1.0627 0.031 0.011 -0.147 0.079
H -0.3434 -0.0243 -1.6380 -0.179 0.329 0.443 0.013
H 2.8240 0.0242 0.3483 -0.070 -0.103 0.036 0.072
N 2.1304 -0.3631 0.9744 0.340 -0.202 0.322 0.047
H 0.6419 1.0424 0.7143 0.050 -0.075 0.224 0.110
H -3.3515 0.1450 0.2903 0.319 0.298 -0.399 0.093
H 1.4079 0.2522 -1.5859 -0.003 -0.001 -0.173 0.041
C 0.5754 -0.2689 -1.1140 1.157 -0.562 2.249 -0.047
C 0.8055 -0.0351 0.5893 -0.863 0.935 -3.486 -0.548
N -1.8185 1.2217 -0.2650 -0.220 0.076 0.040 0.031
```
Positions in Å, forces in eV/Å.

As for the relative energy (zero: lowest compared OMol25 entry of this formula, charge and spin): 325.0 kJ/mol. The HOMO energy is -8.31 eV. The SMILES is [H]/N=N\[H].C[C@H](N)O. The spin multiplicity is 1. For the orbital gap, the calculation gives 0.305 Eh.

=====

# C3H3NO

An isolated molecule of C3H3NO (wB97M-V/def2-TZVPD, OMol25).

```
8
Properties=species:S:1:pos:R:3:forces:R:3:lowdin_charge:R:1
N 0.2974 -0.7034 0.5063 0.086 -2.864 0.392 0.086
H 1.3035 0.6195 -0.9033 -3.427 -0.071 -0.272 0.177
O -0.7082 -1.8681 -1.4147 0.023 -0.484 0.077 0.156
C 0.1278 0.3779 -0.6389 4.743 1.384 -1.460 -0.033
C -0.1516 0.6005 0.7769 -0.042 1.903 1.034 -0.176
C -0.3134 -1.0016 -0.7236 -0.286 0.762 0.545 -0.449
H -1.1714 0.7478 1.0948 -0.182 0.051 0.077 0.108
H 0.6159 1.2274 1.3025 -0.915 -0.681 -0.393 0.131
```
Positions in Å, forces in eV/Å.

As for the relative energy (zero: lowest compared OMol25 entry of this formula, charge and spin): 268.5 kJ/mol. The HOMO energy is -10.16 eV. The SMILES is O=C1[C@H]2CN12. The spin multiplicity is 1. For the orbital gap, the calculation gives 0.402 Eh.

=====

# C5H11NO2

An isolated molecule of C5H11NO2 (wB97M-V/def2-TZVPD, OMol25).

```
19
Properties=species:S:1:pos:R:3:forces:R:3:lowdin_charge:R:1
H -0.0682 -0.9714 1.7473 -0.269 0.379 -0.386 0.123
H 0.4014 0.5087 -1.9644 0.190 -0.735 -0.047 0.131
O -0.2617 1.7147 0.8061 -0.233 -0.910 -0.246 0.035
C 0.3576 1.4460 -0.2225 -0.530 0.759 1.980 -0.557
H -2.5374 -1.3342 -0.9318 -0.036 -0.002 0.346 0.078
H 2.3455 1.8431 -1.0409 -0.063 0.379 -0.349 0.077
H -2.2005 -1.1433 0.8384 0.112 -0.544 -0.149 0.078
C -0.4521 -0.8995 -0.4837 0.435 2.622 -0.442 -0.295
H -0.1971 -1.4226 -1.4153 -0.264 -1.414 1.131 0.147
C 0.3504 -1.2720 0.7855 0.278 -1.941 -1.013 -0.190
N 0.0383 0.4034 -1.0334 0.415 1.164 0.536 0.060
C 1.5427 2.3103 -0.4763 0.447 1.265 -0.126 -0.016
H -2.2548 0.2233 -0.1465 0.091 0.139 -0.245 0.074
H -0.3789 -3.1076 1.0938 0.131 0.205 -0.051 0.083
H 1.9343 2.7549 0.4476 0.037 -1.205 0.395 0.090
H 1.1995 3.2995 -0.7957 -0.040 -0.300 -1.297 0.088
H 1.4023 -0.9863 0.7669 -0.143 0.403 -0.262 0.123
O 0.4217 -2.7145 0.7239 -0.041 -0.252 0.557 -0.084
C -1.9434 -0.8164 -0.1703 -0.519 -0.012 -0.331 -0.045
```
Positions in Å, forces in eV/Å.

As for the relative energy (zero: lowest compared OMol25 entry of this formula, charge and spin): 160.9 kJ/mol. The HOMO energy is -9.45 eV. The SMILES is CC(=O)N[C@H](C)CO. The spin multiplicity is 1. For the orbital gap, the calculation gives 0.379 Eh.